Record 1
121
Properties=species:S:1:pos:R:3:forces:R:3 method="wB97M-V/def2-TZVPD" total_charge=+1 spin_multiplicity=3 lumo_energy_ev="-3.8 / -7.9" s2=2.0640
O -2.910 3.130 -1.119 -1.11 -2.67 -3.03
V -3.092 2.118 -2.373 2.62 4.72 1.84
C -1.026 4.183 -3.911 -0.95 -0.67 1.96
O -0.802 4.395 -2.461 1.60 0.67 -1.55
O -2.247 3.527 -3.943 -0.72 -1.38 0.38
C -0.952 5.517 -4.771 -0.27 1.84 2.14
F 0.311 5.987 -4.719 0.82 -0.98 -0.53
F -1.341 5.470 -6.036 0.05 -0.83 0.01
F -1.605 6.574 -4.209 -0.99 -0.78 0.06
C 0.558 4.126 -1.911 -1.44 0.74 -2.50
C 0.639 4.725 -0.583 0.82 -0.85 1.78
H -0.066 4.176 0.040 -0.16 0.63 0.51
H 1.641 4.439 -0.262 0.19 -0.31 0.46
H 0.689 5.803 -0.426 -0.84 -0.01 -0.61
H 1.366 4.568 -2.493 -0.26 -0.08 -0.71
H 0.661 3.041 -1.919 0.30 0.05 0.25
H -0.184 3.625 -4.319 0.13 -0.54 -0.02
N -1.470 0.883 -2.256 4.47 -2.05 2.10
S -0.430 0.025 -3.210 1.45 -1.31 -7.38
O -0.584 -1.406 -3.057 -0.62 1.19 0.98
O 0.938 0.414 -3.545 -2.65 0.50 1.71
F -1.181 0.339 -4.627 0.20 -0.07 1.79
S -0.480 0.452 -0.840 1.08 2.91 5.47
O 0.957 0.871 -0.800 -4.27 -1.38 -1.07
O -0.859 -0.723 -0.089 0.25 0.08 -1.98
F -1.180 1.523 0.175 0.57 -0.08 -1.32
C 0.483 -3.743 -0.685 0.20 -0.21 1.93
C -0.084 -4.651 0.485 -0.94 -1.67 -0.23
O 0.835 -5.665 0.883 2.30 0.09 -0.47
H 0.981 -4.266 -1.501 -0.28 -0.47 0.29
H 1.240 -3.151 -0.171 0.38 0.12 -0.17
H -0.171 -2.991 -1.127 -0.53 -0.45 0.29
H -0.952 -5.279 0.284 -0.67 0.71 -1.11
H -0.373 -4.230 1.448 0.06 1.47 -0.40
H 0.474 -6.385 1.404 -0.52 0.33 -0.18
C 0.008 -1.986 3.041 2.04 0.68 -0.46
O 0.486 -1.583 4.391 -1.20 -1.42 -0.22
C 0.126 -2.589 5.366 -1.95 0.67 -1.07
C 0.672 -2.180 6.704 -0.61 -0.41 -0.15
N 0.497 -0.674 6.751 4.45 -1.91 0.50
C 1.602 0.098 7.353 -1.41 -0.99 -0.36
C 1.744 1.476 6.773 0.39 0.51 1.53
O 1.211 2.367 7.731 -0.01 -1.05 -0.36
C -0.213 2.260 7.960 1.06 2.05 -1.06
H -0.132 -1.084 2.445 -0.44 0.08 0.40
H -0.798 -2.708 2.911 -0.36 0.36 1.00
H 0.875 -2.443 2.563 0.11 -0.24 0.02
H 0.357 -3.584 4.986 0.56 -0.05 0.48
H -0.955 -2.573 5.508 -0.42 -0.06 -0.53
H 1.666 -2.625 6.658 0.86 1.35 0.83
H 0.162 -2.694 7.519 -0.16 0.22 0.04
H 0.491 -0.462 5.764 -1.27 0.87 -1.22
H 2.536 -0.424 7.145 0.09 -0.60 -0.36
H 1.514 0.006 8.436 0.07 0.50 0.22
H 1.389 1.555 5.746 -0.58 0.07 -0.14
H 2.810 1.697 6.709 0.02 0.17 0.09
H -0.290 2.717 8.946 -0.77 -0.31 -0.19
H -0.776 1.345 7.776 0.65 -0.76 0.48
H -0.545 2.908 7.148 -0.98 0.38 0.40
C -4.635 1.156 -4.963 -0.28 0.81 -0.36
O -3.926 0.613 -3.819 -0.08 1.58 0.03
C -4.645 -0.384 -3.161 -1.46 -1.42 0.23
C -4.222 -0.594 -1.727 0.60 -0.95 0.05
N -4.186 0.651 -0.941 0.78 -0.04 -2.90
C -3.942 0.497 0.462 -0.38 0.77 1.24
C -5.230 0.098 1.191 0.73 -0.97 2.18
O -6.344 0.903 1.054 -0.96 1.59 -1.02
C -6.148 2.260 1.493 0.98 -0.06 -0.33
H -4.704 0.561 -5.874 1.19 -0.53 0.17
H -4.151 2.118 -5.129 -0.06 -0.09 -0.42
H -5.704 1.283 -4.795 -0.03 0.33 0.93
H -4.446 -1.301 -3.714 -0.39 -0.30 0.11
H -5.708 -0.146 -3.213 -0.22 -0.01 -0.11
H -3.290 -1.144 -1.856 0.97 0.94 0.74
H -4.756 -1.370 -1.179 -0.97 0.07 -0.44
H -5.105 1.068 -0.973 -0.63 0.04 -0.22
H -3.686 1.500 0.805 0.20 -0.03 0.18
H -3.080 -0.120 0.714 -0.28 -0.27 -0.28
H -5.015 0.110 2.260 0.71 0.10 0.43
H -5.569 -0.935 1.116 0.04 -0.07 -0.95
H -5.775 2.319 2.515 -0.47 -0.31 0.42
H -7.018 2.898 1.339 -0.20 -0.63 0.09
H -5.329 2.726 0.946 -0.01 0.12 -0.45
C 2.262 2.366 1.894 0.33 1.33 0.92
O 2.173 1.112 2.462 -0.61 -1.83 0.89
C 3.344 0.449 2.926 -0.69 0.38 -0.74
C 4.046 -0.159 1.746 0.82 -0.88 0.24
N 3.207 -0.964 0.882 0.80 -0.30 -1.01
C 3.787 -1.054 -0.533 -0.54 -0.80 0.20
C 5.268 -1.352 -0.715 2.19 -0.55 0.73
O 5.651 -1.547 -2.082 -0.87 0.40 -0.51
C 7.061 -1.620 -2.375 -1.12 0.17 0.24
H 2.952 2.517 1.064 -0.22 -0.54 -0.46
H 2.643 3.021 2.677 0.01 0.63 0.10
H 1.234 2.661 1.685 0.26 0.10 -0.44
H 3.040 -0.317 3.639 -0.48 -0.26 -0.24
H 4.008 1.079 3.519 0.20 0.56 -0.26
H 4.726 -0.867 2.220 0.91 0.27 -0.28
H 4.554 0.580 1.126 0.40 0.36 0.42
H 2.307 -0.505 0.881 -0.23 -0.01 -0.72
H 3.608 -0.158 -1.128 -0.37 0.16 0.01
H 3.343 -1.929 -1.007 -0.68 0.28 -0.11
H 5.656 -2.246 -0.226 -0.72 -0.43 0.63
H 5.885 -0.585 -0.247 0.12 0.61 -0.25
H 7.207 -1.450 -3.442 -0.33 0.56 0.06
H 7.463 -2.626 -2.262 0.03 -0.07 0.82
H 7.531 -0.846 -1.768 0.60 -0.24 -0.14
C 3.149 -1.925 -4.241 -0.36 -0.35 -0.76
N 2.983 -1.043 -5.523 -1.21 1.35 1.00
O 3.642 -0.016 -5.589 0.35 -0.93 0.22
O 2.078 -1.289 -6.313 1.03 -0.68 0.88
H 4.093 -2.464 -4.319 -0.22 -0.03 -0.25
H 2.269 -2.567 -4.201 0.25 -0.20 -0.42
H 3.174 -1.406 -3.283 0.11 0.91 -0.71
C -2.320 -3.706 -4.729 -2.60 0.24 1.12
N -0.943 -3.826 -5.012 4.49 2.54 -2.21
O -0.467 -3.138 -5.945 -1.69 -1.32 0.87
O -0.187 -4.343 -4.212 -1.06 -0.95 0.38
H -2.333 -2.877 -4.021 -0.03 -0.24 0.51
H -2.701 -4.625 -4.284 0.15 0.17 0.07
H -2.997 -3.342 -5.502 0.79 -0.45 -0.68

***

Record 2
10
Properties=species:S:1:pos:R:3:forces:R:3 method="wB97M-V/def2-TZVPD" spin_multiplicity=2 e_above_lowest_kcal_mol=0.0 lumo_energy_ev="-0.6 / -0.6" s2=1.7378
O 0.719 0.014 2.949 0.69 0.33 0.38
C -0.025 -0.847 2.670 -1.02 0.09 -0.69
O 0.708 -1.276 -0.923 -0.06 -1.91 0.97
C 0.873 -0.205 -1.510 -1.86 4.83 -0.90
C -0.108 0.969 -1.291 4.11 -2.36 -2.41
O -1.058 0.855 -0.512 -1.58 0.20 1.37
Mg -0.674 -0.838 0.390 -0.01 -0.90 0.31
H 1.667 0.007 -2.227 0.23 -0.35 -0.01
H 0.086 1.834 -1.925 -0.24 0.30 0.15
Li -2.188 -0.512 2.379 -0.26 -0.22 0.82

***

Record 3
19
Properties=species:S:1:pos:R:3:forces:R:3 method="wB97M-V/def2-TZVPD" total_charge=+1 e_above_lowest_kcal_mol=106.7 lumo_energy_ev=-3.2
C -0.966 0.929 0.961 0.71 -2.27 -0.85
C -1.404 0.299 -0.347 3.36 2.15 1.04
C 0.378 0.563 0.327 -4.39 -0.03 -0.53
C -1.833 -1.064 -0.396 0.32 -0.77 1.08
N 1.202 1.487 -0.455 -0.04 2.22 -0.09
N 1.189 -0.451 0.814 1.07 -2.18 -0.56
N 2.026 -1.064 -0.226 -0.64 -1.16 -1.36
H -1.227 1.904 1.157 -0.13 2.50 -0.07
H -1.255 0.413 1.875 0.37 -0.51 -0.10
H -1.727 0.917 -1.179 0.37 0.42 0.22
H -1.986 -1.454 -1.336 -0.42 -0.54 -2.34
H -2.706 -1.220 0.164 -1.53 -0.15 0.83
H -1.126 -1.715 0.041 1.02 -0.85 0.77
H 1.855 0.766 -0.821 1.05 0.33 -0.05
H 1.652 2.367 0.047 -0.74 -2.44 -0.90
H 0.762 -1.199 1.361 -0.30 0.81 0.07
H 2.880 -1.487 0.176 -0.83 0.64 -0.01
H 0.710 1.857 -1.293 0.16 -0.29 0.82
H 1.575 -1.846 -0.871 0.61 2.12 2.02

***

Record 4
24
Properties=species:S:1:pos:R:3:forces:R:3 method="wB97M-V/def2-TZVPD" smiles="CNC(C)=O.CNC(C)=O" e_above_lowest_kcal_mol=20.9 lumo_energy_ev=0.6
C -0.564 1.411 1.673 -1.14 1.19 0.18
N 0.560 1.972 0.946 -1.10 -0.84 0.00
C 0.654 1.949 -0.414 1.11 -0.04 0.76
C 1.854 2.722 -0.926 0.39 0.62 -0.65
O -0.122 1.334 -1.120 0.03 0.22 0.01
H -0.503 0.372 1.964 0.34 -0.25 -0.03
H -0.736 2.054 2.548 0.33 -0.44 0.09
H -1.505 1.553 1.131 0.32 -0.27 -0.38
H 1.192 2.461 1.532 0.73 0.46 -0.20
H 2.485 2.173 -1.629 -0.51 -0.28 -0.07
H 1.491 3.609 -1.458 -0.03 -0.18 -0.02
H 2.564 3.091 -0.184 -0.40 -0.13 0.39
C 0.211 -2.787 1.177 0.87 0.34 -0.62
N -0.296 -1.809 0.215 -0.65 -1.29 -0.47
C -1.297 -2.194 -0.692 1.49 0.71 1.04
C -1.415 -1.284 -1.890 0.94 -0.41 0.15
O -1.926 -3.210 -0.501 -0.39 -0.12 -0.36
H 0.323 -2.255 2.114 -0.47 -0.60 0.66
H -0.382 -3.693 1.111 -0.61 0.37 0.70
H 1.220 -3.181 0.960 -0.06 0.54 -0.43
H 0.297 -1.038 -0.006 0.08 0.33 -0.35
H -0.396 -1.059 -2.227 -0.15 -0.04 0.00
H -1.878 -1.883 -2.654 -0.64 0.27 -0.35
H -1.832 -0.307 -1.670 -0.48 -0.18 -0.05

***

Record 5
28
Properties=species:S:1:pos:R:3:forces:R:3 method="wB97M-V/def2-TZVPD" spin_multiplicity=3 e_above_lowest_kcal_mol=16.5 lumo_energy_ev="-0.1 / -0.1" s2=2.0098
Ti 1.286 0.391 -0.564 0.49 -0.08 -0.06
C 0.969 -1.038 2.375 -0.13 0.32 -0.15
O 0.678 0.048 1.493 -0.41 0.12 0.63
C -0.269 0.991 1.997 0.24 -0.34 0.01
C -0.324 2.137 1.015 -0.44 -0.27 -0.33
O -0.368 1.666 -0.348 -0.84 0.26 0.54
C -1.582 1.027 -0.820 0.29 0.14 0.18
C -1.548 -0.490 -0.682 0.20 -0.08 -0.09
O -0.220 -0.976 -0.928 -0.84 -0.31 -0.16
C -0.191 -2.305 -1.483 -0.21 0.36 0.21
H 1.283 -0.658 3.345 0.03 0.05 0.11
H 0.091 -1.673 2.490 -0.09 -0.08 0.02
H 1.783 -1.590 1.927 0.15 -0.11 -0.11
H -1.236 0.501 2.127 -0.14 -0.03 -0.02
H 0.055 1.371 2.967 0.03 0.00 0.13
H -1.181 2.778 1.223 -0.10 0.05 -0.02
H 0.581 2.723 1.073 0.26 0.16 -0.03
H -2.438 1.441 -0.289 -0.09 0.01 0.01
H -1.636 1.274 -1.875 0.08 0.08 -0.14
H -1.870 -0.842 0.297 -0.03 -0.05 0.16
H -2.214 -0.892 -1.444 -0.10 -0.07 -0.04
H -0.645 -2.281 -2.470 -0.03 -0.03 -0.10
H 0.850 -2.579 -1.560 0.21 -0.08 -0.03
H -0.725 -2.968 -0.801 0.01 -0.12 -0.04
Se -0.041 0.116 -4.195 0.00 -0.03 0.09
Te 1.816 1.355 -3.150 0.23 0.22 -0.57
Te 3.534 -0.458 -1.941 0.50 -0.18 -0.07
Se 3.561 0.932 0.220 0.73 0.07 -0.15